[1]
Computed, not measured: a structure of composition C39H51AsClIN7O3PTi, with the ωB97M-V functional and the def2-TZVPD basis.

Each line ends with the Mulliken spin population.
Atoms and positions in Å:
C (-0.0413, -2.0217, -0.6887)  -0.013
H (1.8917, -5.7850, 1.7032)  0.000
H (2.9609, -2.3712, 1.2176)  0.001
H (-4.8652, 0.4958, -1.1976)  0.002
O (-1.5640, 3.4538, 0.1441)  0.151
C (-1.1463, 4.6573, -2.9152)  -0.050
H (-1.6892, -1.7812, 0.6717)  0.010
H (-4.2968, -0.2672, 1.7910)  0.000
C (1.6967, 2.9400, 0.9840)  0.012
C (-3.2781, 3.6333, -2.6334)  -0.005
P (0.7575, -0.5648, 0.1014)  -0.006
H (-3.8226, 2.6862, -2.7008)  0.000
H (-0.7518, 2.6734, -4.5677)  0.000
H (2.1776, -0.8216, -2.6104)  0.000
I (0.1759, 5.7562, 3.1691)  0.421
N (2.8431, 3.5864, 1.0475)  0.012
H (-0.2380, 0.7296, 2.4232)  0.008
C (-0.6897, -5.5143, 5.2592)  0.000
H (4.5117, -0.4936, -3.2618)  0.000
C (2.9250, -5.8300, 2.0341)  0.000
N (-3.5963, 0.3631, 1.4390)  0.032
H (5.4515, 0.7539, 0.7305)  0.000
H (5.1341, -4.2051, 4.0268)  0.000
C (1.9969, -2.6103, 1.6573)  -0.001
Ti (-0.5799, 1.7695, -0.2077)  0.938
N (-2.8030, 5.1123, 1.0049)  0.047
H (6.5795, -6.0642, 3.2738)  0.000
C (-0.5148, 5.5521, 0.4919)  0.371
C (-1.7955, 2.8583, -4.3182)  0.004
H (3.2345, 3.8411, 1.9367)  0.000
H (-2.2824, -5.0811, 2.2982)  0.000
H (1.2567, -4.7543, 5.7361)  0.000
C (-3.7763, 4.0442, -4.9169)  0.000
C (3.7371, -6.8764, 1.6095)  0.000
N (-1.8682, 3.3768, -2.9493)  -0.009
C (3.4308, 0.1151, 0.3779)  0.001
H (-0.6918, 6.6166, 0.5535)  0.026
C (1.0952, -1.3781, 1.7212)  0.012
C (-1.5097, -5.0089, 3.0566)  0.000
C (1.0247, 2.4855, 2.2503)  0.007
H (-2.3306, 1.9084, -4.3646)  0.000
H (-3.3513, 4.0162, -1.6165)  0.002
H (-2.1059, -5.0121, -2.1080)  0.000
C (5.1483, 0.1371, -1.3094)  0.000
C (4.2172, -0.3233, -2.2314)  0.001
C (3.4277, -4.8512, 2.8956)  0.000
H (-3.6036, -0.6535, -1.6701)  -0.002
C (5.0574, -6.9572, 2.0483)  0.000
H (-0.8238, -5.9804, 6.2290)  0.000
C (4.7447, 0.3724, -0.0009)  0.002
H (-3.1812, 6.2409, -2.4849)  0.001
C (-1.6527, 5.0671, -5.2021)  0.001
H (-1.1821, 5.0665, -1.9093)  0.011
C (4.7416, -4.9488, 3.3429)  0.000
H (0.4124, 5.2160, 0.0579)  -0.061
C (0.4848, -4.8237, 4.9787)  0.000
H (-2.8904, 0.6914, 2.0854)  0.001
H (-3.4625, 4.3841, 1.2199)  0.002
H (1.7571, 1.9011, 2.8150)  0.001
H (0.1144, -1.6436, 2.1199)  0.002
H (-1.1116, 2.2480, 2.4309)  0.002
C (0.6801, -4.2265, 3.7323)  0.000
H (3.1475, 0.3049, 1.4075)  -0.001
H (-3.5645, 6.5633, -4.1853)  0.000
C (2.8987, -0.5584, -1.8503)  0.004
C (-0.2853, 1.7115, 1.9562)  -0.042
H (1.4069, -2.5766, -2.1758)  0.000
H (1.4905, -0.6353, 2.4154)  0.000
C (5.5563, -5.9988, 2.9211)  0.000
C (-0.2969, -3.8580, -2.2479)  0.000
H (-0.2025, -3.8845, 1.7916)  0.000
C (-2.0292, -3.4286, -0.6498)  0.002
H (-4.7776, -1.0838, -0.3964)  0.001
Cl (-0.0305, 0.8872, -2.3703)  -0.010
O (-2.2245, 0.8511, -0.1973)  -0.052
As (2.3732, -3.3010, 3.4367)  0.000
N (-2.3787, 3.7910, -5.2982)  0.000
H (-2.7519, 5.8616, 1.6803)  0.004
C (-1.6939, -5.6033, 4.2987)  0.000
H (-0.6094, 4.9004, -5.4715)  0.000
H (0.1039, -4.4404, -3.0702)  0.000
N (-1.7106, 5.6445, -3.8517)  0.001
H (1.5540, -3.3966, 1.0485)  0.001
H (5.6949, -7.7662, 1.7076)  0.000
C (-1.5341, -4.1814, -1.7091)  0.000
C (-0.3278, -4.3248, 2.7741)  0.000
C (0.4414, -2.7905, -1.7415)  -0.003
N (-3.9016, 4.5919, -3.5582)  0.000
C (-1.2892, -2.3604, -0.1540)  -0.001
C (2.4867, -0.3786, -0.5294)  -0.002
C (-3.1245, 5.8420, -3.4976)  0.000
H (-4.3324, 3.1072, -4.9727)  0.000
H (3.2831, 3.9009, 0.2002)  0.000
H (6.1734, 0.3275, -1.6117)  0.000
H (0.8403, 3.3905, 2.8365)  -0.010
H (-0.1054, 4.4693, -3.1821)  -0.002
C (-4.1874, -0.2762, -0.8324)  0.005
H (-4.2106, 4.7503, -5.6222)  0.000
C (-1.6113, 4.6715, 0.5251)  0.125
H (-2.9895, -3.6761, -0.2078)  0.001
H (3.3411, -7.6288, 0.9356)  0.000
O (1.1743, 2.7090, -0.1232)  -0.005
C (-3.2642, 0.3330, 0.1587)  0.050
H (-2.6147, -6.1335, 4.5195)  0.000
H (-2.0881, 5.7729, -5.9079)  0.000

Force components x, y, z for each atom (eV/Å):
-0.16 0.04 -0.08
0.06 0.02 0.00
0.12 0.06 -0.07
-0.03 0.02 -0.01
-0.53 0.58 -0.03
-0.17 -0.09 -0.24
0.00 0.00 0.04
-0.09 0.15 0.02
-0.60 -0.43 0.24
0.11 0.00 -0.19
0.41 -0.16 -0.35
0.00 0.00 0.04
0.04 0.00 -0.02
0.04 -0.02 0.04
-0.13 0.48 0.17
0.66 0.32 0.18
-0.05 -0.07 0.08
0.03 0.05 -0.09
-0.05 0.05 0.08
0.20 -0.07 0.05
-0.30 -0.38 1.25
-0.09 -0.05 -0.07
0.01 0.02 -0.02
-0.13 0.20 -0.09
1.27 -0.31 -0.52
-0.25 0.24 0.15
-0.05 0.00 -0.02
-0.13 0.17 -0.02
-0.10 0.11 0.02
-0.01 0.09 0.01
0.05 0.01 0.03
0.02 0.01 0.02
0.25 0.00 0.15
0.00 0.12 0.09
-0.24 0.35 0.02
0.11 -0.06 0.00
0.01 -0.11 -0.05
0.17 -0.11 0.06
0.12 0.05 0.05
-0.13 -0.36 -0.18
-0.01 -0.02 -0.01
0.00 0.04 0.05
0.04 0.06 0.04
-0.06 0.00 0.00
-0.06 0.00 0.09
0.01 -0.16 -0.17
-0.01 0.02 0.03
-0.06 0.08 0.02
0.01 0.03 -0.05
-0.12 -0.03 -0.01
0.00 0.02 0.07
-0.11 -0.16 0.22
-0.03 0.04 0.04
0.04 -0.17 -0.11
-0.03 -0.04 -0.02
-0.25 -0.07 -0.10
-0.05 0.08 0.00
-0.05 -0.05 0.03
0.06 -0.07 0.06
-0.06 -0.01 0.07
-0.08 0.09 0.03
-0.17 -0.10 0.06
0.01 -0.02 -0.01
-0.03 0.05 -0.06
0.00 0.10 -0.09
0.44 0.27 0.16
-0.04 -0.04 0.03
0.07 0.05 0.02
-0.11 0.02 -0.03
0.02 0.06 0.06
-0.07 -0.05 0.07
0.11 0.08 0.01
-0.01 0.05 -0.05
0.10 -0.08 -0.27
-0.86 -0.35 -0.61
0.02 -0.08 0.35
-0.05 0.10 0.13
-0.04 0.02 -0.07
0.09 0.04 0.01
0.04 -0.01 0.00
-0.02 0.05 0.05
-0.08 -0.16 0.00
0.03 -0.01 -0.13
-0.06 0.05 0.05
0.03 0.06 0.04
-0.10 -0.15 0.14
0.04 -0.13 -0.05
0.15 -0.01 -0.05
-0.07 -0.09 -0.11
-0.01 0.10 0.05
0.13 -0.25 -0.08
-0.02 -0.04 0.01
0.02 0.02 -0.04
-0.11 -0.03 0.04
0.08 -0.23 -0.02
0.06 0.00 0.01
-0.21 -0.32 -0.16
-0.05 0.08 -0.08
0.65 -0.26 0.08
0.06 0.04 -0.03
0.03 0.05 0.05
0.94 0.68 -0.05
-0.60 -0.27 -0.38
0.09 0.04 -0.02
-0.05 0.07 -0.07

Results
⟨S²⟩ = 2.010
total charge = 0
HOMO (spin up / spin down) = -6.71 / -7.82 eV
2S+1 = 3
E_LUMO (spin up / spin down) = 0.011 / -0.638 eV

---

[2]
Computed, not measured: a structure of composition C39H51KN4O6PTe, with the ωB97M-V functional and the def2-TZVPD basis.

Each line ends with the Mulliken spin population.
Atoms and positions in Å:
C (1.4911, 0.8505, 4.9406)  -0.001
H (0.8050, -5.4520, 5.8427)  0.000
O (0.0216, 3.1062, -1.6181)  0.010
H (-2.3749, 0.4630, 3.6781)  0.000
C (2.3430, -1.7906, -3.4788)  -0.067
H (-0.7120, 2.3645, 2.3705)  -0.002
C (-1.1034, 4.8764, 0.1171)  0.000
O (-2.1236, -1.4675, 4.4334)  0.000
H (0.5752, -3.0666, 5.1178)  0.000
H (3.9719, -0.1183, 4.8808)  0.000
H (2.3213, 2.4679, -2.6538)  0.038
H (2.8271, -0.9636, -0.0736)  0.031
H (-0.7913, 2.4240, -3.2582)  0.000
H (1.3886, 0.7070, -8.5369)  0.000
Te (0.3679, 0.0071, -1.6141)  0.020
C (0.2701, -5.1996, 4.9242)  0.000
H (0.2701, -0.6524, -8.5505)  0.000
H (-0.6473, -2.5687, -2.5801)  0.000
C (-0.2456, -3.7821, 4.9899)  0.000
C (1.1731, -0.2597, -8.0759)  0.000
C (-0.9589, 3.3201, 1.9215)  0.006
C (-2.3287, -0.0510, 4.6439)  0.000
H (-4.4675, -0.2744, 4.8268)  0.000
C (0.1457, 0.8197, -6.0482)  -0.003
C (4.2997, 2.0464, -2.0104)  0.082
H (3.7870, 0.7994, 2.0985)  -0.004
C (3.9088, 0.6946, 4.1552)  0.003
C (-3.7486, -1.3742, -2.9771)  0.001
C (2.3464, 0.7505, -1.3302)  0.323
C (-1.6112, 5.8395, 0.9752)  -0.001
H (-0.3890, 1.4930, -6.7139)  0.001
H (5.2003, -0.5547, 0.0528)  0.020
C (2.9529, 1.8148, -2.0609)  0.027
C (0.9979, -0.1265, -6.5849)  0.004
H (0.1641, -3.0890, -0.3588)  0.001
H (-1.8608, 6.8241, 0.5946)  0.000
C (-1.8765, -0.1020, -2.1035)  -0.034
C (-2.7995, 0.8547, -1.6811)  0.014
H (-4.1166, -2.2690, -3.4721)  0.000
H (-3.7440, -2.1303, 2.6461)  0.000
C (-4.1614, 0.7276, -1.9176)  0.001
H (2.3779, -1.6862, -6.0985)  0.000
C (-3.6237, 0.1178, 5.4003)  0.000
C (2.7816, 1.6223, 4.5886)  0.000
K (0.8478, 0.3670, 1.8825)  0.045
C (-4.6440, -0.3953, -2.5751)  -0.001
H (0.1256, -3.5531, 1.1857)  0.000
C (6.5570, 1.4675, -1.1684)  0.014
C (-1.0150, 2.0446, -4.2528)  0.002
H (4.3301, -0.6070, 2.6145)  -0.003
H (2.5822, 2.3615, 3.8059)  0.000
C (-0.0549, 0.9627, -4.6723)  0.011
H (-3.5790, -0.4086, 6.3560)  0.000
H (-0.9384, 5.0788, -0.9333)  0.000
C (0.6413, 0.1165, -3.7908)  -0.005
O (-0.9509, -3.4982, 3.7726)  0.000
H (-4.6592, -2.6627, 0.3673)  0.000
H (3.1075, 2.1729, 5.4747)  0.000
H (-1.4716, 0.3547, 5.1779)  0.000
H (2.9671, -1.2602, -2.7608)  0.035
C (5.1790, 1.2273, -1.2161)  0.232
C (-0.2811, 2.5975, -0.5107)  -0.032
H (-5.7057, -0.5153, -2.7609)  0.000
H (0.9537, -5.3165, 4.0816)  0.000
H (-1.5764, 4.0430, 3.8349)  0.000
N (-0.2967, 1.3457, -0.1253)  -0.002
H (4.8593, 1.2417, 4.1804)  0.000
N (3.6453, 0.1072, 2.8319)  0.011
C (-3.6430, -2.2785, 0.4863)  0.001
H (-3.0090, -2.7431, -0.2716)  0.000
H (-3.8035, 1.1770, 5.5981)  0.000
H (-1.0838, -2.1695, -4.2313)  -0.001
H (-2.0426, 1.6740, -4.2717)  0.000
H (-4.8403, 1.5057, -1.5832)  0.000
H (-2.4432, 1.7326, -1.1577)  -0.003
H (2.9937, -2.3947, -4.1133)  -0.001
C (-1.4603, 4.2864, 2.7851)  -0.001
C (1.6902, -0.9429, -5.7050)  -0.010
N (7.7079, 1.6665, -1.1265)  0.173
C (3.2214, -0.0861, -0.5887)  -0.065
C (1.5392, -0.8358, -4.3251)  0.019
C (-0.7768, 3.5964, 0.5640)  -0.004
C (-2.3719, -1.2459, -2.7528)  0.006
P (-0.9768, -1.9079, 3.3637)  0.006
O (1.5342, 0.1053, 5.9390)  0.000
H (4.7222, 2.8739, -2.5698)  0.015
C (4.5777, 0.1229, -0.5218)  0.086
H (-0.5553, -5.9027, 4.7964)  0.000
O (-1.7929, -2.0255, 1.9708)  0.002
H (-0.9310, -3.6450, 5.8297)  0.000
O (0.5068, 1.0225, 4.1636)  -0.002
H (1.6998, -2.4747, -2.9145)  0.003
H (1.5485, -3.3513, 0.4117)  0.001
H (-2.0758, -3.3027, -3.3028)  -0.001
C (-3.1188, -2.5749, 1.8705)  0.000
C (-1.7966, 5.5485, 2.3193)  0.001
H (-3.0655, -3.6508, 2.0530)  0.000
H (-0.9491, 2.8768, -4.9587)  0.001
H (1.9956, -0.9361, -8.3139)  0.000
C (-1.4954, -2.3794, -3.2405)  -0.005
H (-3.6509, -1.2052, 0.2924)  0.000
H (-2.1890, 6.2967, 2.9974)  0.000
N (0.6072, -3.7170, 0.3071)  -0.003

Force components x, y, z for each atom (eV/Å):
-0.01 -0.15 0.09
-0.02 0.01 -0.01
0.03 -0.28 0.20
-0.03 -0.02 0.01
-0.02 -0.02 0.05
-0.03 0.04 -0.23
0.04 -0.06 -0.06
-0.08 0.11 0.03
0.00 -0.01 0.01
0.00 0.00 0.01
0.01 -0.02 0.01
-0.06 -0.01 0.01
-0.05 -0.02 -0.03
0.00 -0.01 0.01
-0.50 0.74 0.45
0.05 -0.07 -0.01
-0.01 0.00 0.01
-0.02 0.04 0.01
-0.06 0.06 -0.10
0.02 0.01 -0.01
0.04 -0.15 0.00
0.05 -0.01 -0.01
0.03 0.01 0.03
-0.02 0.05 0.08
-0.07 -0.01 0.02
-0.01 0.03 0.04
0.01 -0.07 0.00
0.07 0.06 0.03
0.25 -0.02 -0.14
-0.02 0.07 -0.02
0.00 -0.01 0.01
0.03 0.02 -0.01
0.01 0.01 0.06
0.04 -0.03 -0.05
-0.02 0.00 0.02
0.00 -0.01 -0.01
0.01 -0.17 -0.17
0.04 0.04 -0.04
-0.01 0.00 0.00
-0.03 0.02 0.01
0.00 0.02 0.02
0.00 0.01 0.01
-0.08 -0.01 0.01
-0.01 0.07 -0.01
0.60 -0.51 -0.18
0.04 -0.05 -0.01
0.03 -0.03 0.01
0.08 0.01 0.04
-0.01 -0.07 0.01
-0.03 -0.07 0.08
-0.02 -0.05 -0.02
0.07 -0.08 0.04
0.00 0.01 -0.03
-0.01 0.04 0.01
0.08 -0.26 -0.14
0.03 -0.01 0.11
0.02 0.00 0.03
-0.02 -0.05 0.05
0.02 -0.01 0.00
0.02 0.03 0.02
-0.01 0.02 -0.04
-0.09 0.46 0.43
0.00 -0.01 0.00
-0.03 0.00 0.02
0.01 -0.02 -0.01
-0.01 -0.32 -1.02
0.05 0.00 -0.01
-0.04 0.15 -0.06
0.07 0.01 -0.09
-0.04 0.02 0.03
0.01 -0.03 -0.02
0.02 0.04 0.01
-0.01 -0.02 0.03
0.00 -0.03 -0.01
-0.01 -0.03 -0.02
-0.04 0.00 0.01
0.03 0.01 0.04
0.01 0.03 -0.01
-0.11 -0.03 -0.01
0.03 0.01 -0.03
-0.20 0.10 0.05
-0.03 0.01 -0.10
-0.16 0.05 -0.01
0.08 -0.10 -0.05
0.00 0.11 -0.17
0.01 0.00 0.00
-0.06 0.02 0.02
0.02 0.02 0.00
-0.15 -0.03 0.06
0.00 -0.01 0.01
-0.01 0.33 0.66
0.01 0.06 -0.01
0.01 -0.06 0.07
0.01 0.01 -0.02
0.06 -0.05 -0.04
0.02 -0.03 -0.03
0.02 -0.01 0.03
0.00 -0.01 0.00
-0.01 0.01 0.00
0.05 0.06 0.01
0.00 -0.01 -0.01
-0.01 0.02 0.01
0.00 0.09 -0.10

Results
⟨S²⟩ = 0.766
total charge = -2
HOMO (spin up / spin down) = 0.71 / -2.66 eV
2S+1 = 2
E_LUMO (spin up / spin down) = 3.889 / 3.885 eV

---

The following relative energy (zero: lowest compared OMol25 entry of this formula, charge and spin) values (in kcal/mol) correspond, in order, to the records above: 20.3, 2.3.